[1]
Formula: C15H32BBrFN3O11PS
Source: OMol25
Level of theory: ωB97M-V/def2-TZVPD

Results
- F_max (eV Å⁻¹) = 0.999
- charge = -1
- total energy (eV) = -136634.625
- HOMO energy (eV) = -5.79
- molecular weight (g/mol) = 603.2
- spin multiplicity = 1
- relative energy (zero: lowest compared OMol25 entry of this formula, charge and spin) (kJ/mol) = 0.00
- lowest unoccupied orbital energy (eV) = 2.30

Cartesian coordinates (Å):
C: -1.135 0.486 1.462
C: 0.181 0.634 2.251
C: 0.856 1.938 1.837
O: 1.068 2.106 0.446
P: 2.111 1.283 -0.529
N: 3.059 0.500 0.854
C: 4.106 1.001 1.174
O: 5.133 1.477 1.478
S: 0.986 2.418 -2.255
O: 1.099 1.811 -3.558
O: 1.262 3.830 -2.183
F: -0.580 2.307 -1.920
O: 1.068 0.011 -0.692
C: 1.312 -0.872 -1.773
C: 0.740 -2.260 -1.474
C: -0.465 -2.577 -2.340
O: -1.578 -1.791 -1.919
C: 2.815 -0.760 -2.047
Br: 3.068 -1.023 -4.030
C: 3.712 -1.804 -1.376
B: 5.258 -1.481 -1.360
O: 5.828 -0.245 -1.525
O: 6.105 -2.535 -1.119
O: 3.158 0.515 -1.703
H: -1.030 -0.217 0.638
H: -1.952 0.137 2.100
H: -1.424 1.442 1.026
H: 0.839 -0.214 2.074
H: -0.067 0.717 3.312
H: 1.775 2.121 2.406
H: 0.176 2.751 2.108
H: 2.982 2.374 -0.632
H: 0.764 -0.471 -2.631
H: 0.431 -2.278 -0.425
H: 1.471 -3.048 -1.653
H: -0.701 -3.646 -2.260
H: -0.216 -2.371 -3.387
H: -2.349 -2.076 -2.413
H: 3.336 -1.965 -0.360
H: 3.605 -2.747 -1.916
H: 5.347 0.300 -2.156
H: 7.011 -2.254 -1.278
C: -4.073 4.236 1.830
C: -2.951 4.373 0.821
O: -1.960 3.675 0.856
N: -3.090 5.320 -0.153
C: -4.184 6.237 -0.364
H: -3.799 3.442 2.518
H: -4.218 5.162 2.388
H: -5.013 3.975 1.340
H: -2.307 5.346 -0.790
H: -4.643 6.085 -1.344
H: -3.846 7.275 -0.307
H: -4.947 6.088 0.394
C: -1.564 -4.897 3.096
C: -1.451 -3.730 2.137
O: -0.835 -2.719 2.411
N: -2.064 -3.846 0.926
C: -2.836 -4.953 0.415
H: -1.019 -4.637 3.998
H: -2.605 -5.098 3.353
H: -1.132 -5.802 2.666
H: -1.927 -3.037 0.331
H: -2.383 -5.364 -0.491
H: -3.856 -4.644 0.172
H: -2.891 -5.747 1.154

The computed natural (NBO) charges, all in e, follow: number 1, C, carries -0.6186; number 2, C, carries -0.4287; number 3, C, carries -0.0415; number 4, O, carries -0.8374; number 5, P, carries 1.7950; number 6, N, carries -0.8495; number 7, C, carries 0.8496; number 8, O, carries -0.5601; number 9, S, carries 2.0207; number 10, O, carries -0.9803; number 11, O, carries -0.9762; number 12, F, carries -0.5239; number 13, O, carries -0.7961; number 14, C, carries 0.0106; number 15, C, carries -0.4444; number 16, C, carries -0.0554; number 17, O, carries -0.7241; number 18, C, carries 0.3789; number 19, Br, carries -0.1070; number 20, C, carries -0.8671; number 21, B, carries 1.1368; number 22, O, carries -0.9100; number 23, O, carries -0.8939; number 24, O, carries -0.8312; number 25, H, carries 0.2185; number 26, H, carries 0.1814; number 27, H, carries 0.2341; number 28, H, carries 0.2217; number 29, H, carries 0.1877; number 30, H, carries 0.1595; number 31, H, carries 0.1890; number 32, H, carries -0.0869; number 33, H, carries 0.2153; number 34, H, carries 0.2416; number 35, H, carries 0.2151; number 36, H, carries 0.1448; number 37, H, carries 0.1689; number 38, H, carries 0.4630; number 39, H, carries 0.2644; number 40, H, carries 0.2368; number 41, H, carries 0.5154; number 42, H, carries 0.4857; number 43, C, carries -0.7226; number 44, C, carries 0.6739; number 45, O, carries -0.5950; number 46, N, carries -0.6270; number 47, C, carries -0.4063; number 48, H, carries 0.2461; number 49, H, carries 0.2163; number 50, H, carries 0.2184; number 51, H, carries 0.4140; number 52, H, carries 0.1916; number 53, H, carries 0.1895; number 54, H, carries 0.2022; number 55, C, carries -0.7213; number 56, C, carries 0.6724; number 57, O, carries -0.6055; number 58, N, carries -0.6318; number 59, C, carries -0.4070; number 60, H, carries 0.2433; number 61, H, carries 0.2178; number 62, H, carries 0.2202; number 63, H, carries 0.4235; number 64, H, carries 0.1910; number 65, H, carries 0.1907; number 66, H, carries 0.2032

[2]
Formula: C4H8Se
Source: OMol25
Level of theory: ωB97M-V/def2-TZVPD

Results
- F_max (eV Å⁻¹) = 1.055
- total energy (eV) = -69619.556
- HOMO energy (eV) = -7.08
- molecular weight (g/mol) = 135.1
- spin multiplicity = 1
- relative energy (zero: lowest compared OMol25 entry of this formula, charge and spin) (kJ/mol) = 354.98
- lowest unoccupied orbital energy (eV) = 0.46

Cartesian coordinates (Å):
C: 1.011 0.711 -1.123
C: 0.889 -0.779 -1.059
C: -0.074 0.093 -0.291
C: 0.017 0.123 1.189
Se: -1.442 -0.081 2.194
H: 1.836 1.170 -0.597
H: 0.740 1.214 -2.038
H: 0.522 -1.306 -1.927
H: 1.624 -1.326 -0.490
H: -1.086 0.144 -0.687
H: 0.713 0.811 1.649
H: -2.751 0.575 1.588
H: -1.999 -1.350 1.592

The computed natural (NBO) charges, all in e, follow: number 1, C, carries -0.4138; number 2, C, carries -0.4149; number 3, C, carries -0.2712; number 4, C, carries -0.7548; number 5, Se, carries 0.6178; number 6, H, carries 0.2102; number 7, H, carries 0.2124; number 8, H, carries 0.2061; number 9, H, carries 0.2153; number 10, H, carries 0.2036; number 11, H, carries 0.2190; number 12, H, carries -0.0619; number 13, H, carries 0.0321